Entry 1:
CH2I2O2 | wB97M-V/def2-TZVPD

The geometry in ORCA input format:
```
! wB97M-V def2-TZVPD RIJCOSX def2/J DEFGRID3
* xyz 0 1
C 1.3099 -0.0372 -0.1370
O 0.5624 0.1604 1.2506
O 0.4904 -0.3002 -1.1982
I 2.4840 1.8801 0.0686
I 2.6999 -1.6926 0.0325
H -0.2477 -0.3173 1.0698
H -0.1998 0.3568 -1.0673
*
```

Computed properties:
ΔE to the lowest compared entry with this formula, charge and spin ... 30.25 kcal/mol
HOMO ... -0.3441 hartree
HOMO-LUMO gap ... 0.32213 Eh

***

Entry 2:
CH2I2S | wB97M-V/def2-TZVPD

The geometry in ORCA input format:
```
! wB97M-V def2-TZVPD RIJCOSX def2/J DEFGRID3
* xyz 0 1
C 0.1861 -0.2295 0.1160
S -1.2211 0.0542 -0.8929
I 0.3924 -2.3307 0.7146
I 0.4892 1.0327 1.7368
H 1.5492 0.0128 -1.0607
H -1.3958 1.4606 -0.6139
*
```

Computed properties:
ΔE to the lowest compared entry with this formula, charge and spin ... 72.28 kcal/mol
HOMO (spin up / spin down) ... -0.3268 / -0.3267 hartree
HOMO-LUMO gap (spin up / spin down) ... 0.29313 / 0.29311 Eh

***

Entry 3:
CH2IN | wB97M-V/def2-TZVPD

The geometry in ORCA input format:
```
! wB97M-V def2-TZVPD RIJCOSX def2/J DEFGRID3
* xyz 0 1
C 1.1530 0.1939 0.7892
N 1.8303 0.5014 -0.1040
I -3.3120 -0.4458 0.1189
H -2.0386 -1.1733 0.0443
H 2.3674 0.9237 -0.8484
*
```

Computed properties:
ΔE to the lowest compared entry with this formula, charge and spin ... 18.21 kcal/mol
HOMO ... -0.3653 hartree
HOMO-LUMO gap ... 0.40140 Eh

***

> Which of these has the lowest ΔE to the lowest compared entry with this formula, charge and spin?

CH2IN